# 1
Below is a single C3H4S2 molecule in a non-equilibrium geometry, with properties calculated with ωB97M-V/def2-TZVPD.

Geometry as XYZ:
```
9
C3H4S2 (ωB97M-V/def2-TZVPD)
S -2.62 -0.37 -0.17
C -0.82 -0.84 -0.10
C 0.38 -0.32 -0.01
C 1.33 0.79 -0.02
S 2.05 -0.80 0.01
H -2.29 0.68 0.68
H -0.97 -1.99 -0.31
H 1.38 1.44 -1.00
H 1.56 1.40 0.92
```

Electronic energy = -24843.651 eV
SMILES string = S/C=C1\CS1
Relative energy (zero: lowest compared OMol25 entry of this formula, charge and spin) = 1.9903 eV
HOMO-LUMO gap = 0.335 Eh


# 2
Below is 2 unconnected molecules or ions with the total composition C3H4S2 in a non-equilibrium geometry, with properties calculated with ωB97M-V/def2-TZVPD.

Geometry as XYZ:
```
9
C3H4S2 (ωB97M-V/def2-TZVPD)
C 0.44 1.52 -2.25
C -0.07 0.74 -1.47
C -0.62 0.02 -0.42
S 1.41 0.53 1.92
S -0.53 -1.68 -0.70
H 0.70 1.87 -3.20
H -1.46 0.25 0.16
H 1.65 -0.68 1.32
H -1.64 -2.07 -0.04
```

Electronic energy = -24841.365 eV
Relative energy (zero: lowest compared OMol25 entry of this formula, charge and spin) = 4.2768 eV
HOMO-LUMO gap (spin up / spin down) = 0.225 / 0.307 Eh


# 3
Below is a single C3H4S2 molecule in a non-equilibrium geometry, with properties calculated with ωB97M-V/def2-TZVPD.

Geometry as XYZ:
```
9
C3H4S2 (ωB97M-V/def2-TZVPD)
C -0.08 -0.14 1.94
C -0.19 -0.13 0.63
S 0.75 0.90 -0.43
C 0.24 0.25 -1.95
S 0.78 0.72 -3.40
H -0.76 -0.80 2.47
H 0.62 0.50 2.54
H -0.79 -0.85 0.07
H -0.58 -0.45 -1.87
```

Electronic energy = -24844.837 eV
SMILES string = C=CSC=S
Relative energy (zero: lowest compared OMol25 entry of this formula, charge and spin) = 0.8046 eV
HOMO-LUMO gap = 0.314 Eh


# 4
Below is a single C3H4S2 molecule in a non-equilibrium geometry, with properties calculated with ωB97M-V/def2-TZVPD.

Geometry as XYZ:
```
9
C3H4S2 (ωB97M-V/def2-TZVPD)
C -1.00 -0.18 0.99
C 1.01 0.02 -0.83
C -0.40 -0.25 -0.32
S -1.89 0.60 -0.32
S 2.38 -0.31 0.30
H -1.67 -1.00 1.33
H -0.70 0.55 1.78
H 1.32 -0.47 -1.85
H 0.95 1.04 -1.06
```

Electronic energy = -24841.498 eV
Relative energy (zero: lowest compared OMol25 entry of this formula, charge and spin) = 4.1429 eV
HOMO-LUMO gap (spin up / spin down) = 0.184 / 0.185 Eh


# 5
Below is a single C3H4Se molecule in a non-equilibrium geometry, with properties calculated with ωB97M-V/def2-TZVPD.

Geometry as XYZ:
```
8
C3H4Se (ωB97M-V/def2-TZVPD)
C -1.70 1.40 0.05
C -0.85 0.50 0.02
C 0.32 -0.72 -0.40
Se 2.10 -0.09 -0.13
H -2.41 2.07 0.44
H 0.23 -0.95 -1.49
H 0.04 -1.46 0.47
H 2.27 -0.76 1.04
```

Electronic energy = -68518.187 eV
SMILES string = C#CC[SeH]
Relative energy (zero: lowest compared OMol25 entry of this formula, charge and spin) = 1.1038 eV
HOMO-LUMO gap = 0.359 Eh


# 6
Below is 23 unconnected molecules or ions with the total composition C3H51BNO26 in a non-equilibrium geometry, with properties calculated with ωB97M-V/def2-TZVPD.

Geometry as XYZ:
```
82
C3H51BNO26 (ωB97M-V/def2-TZVPD)
C 2.50 -0.53 -1.15
O 2.18 0.59 -0.27
B 0.88 1.02 -0.69
O 0.83 2.20 -1.45
N -0.24 0.18 -0.31
C -1.55 0.58 -0.85
C -2.29 -0.72 -1.32
O -3.48 -0.92 -0.96
O -1.72 -1.56 -2.09
H 1.97 -1.41 -0.76
H 3.58 -0.72 -1.18
H 2.15 -0.23 -2.17
H 0.04 2.72 -1.26
H -0.28 0.00 0.69
H -1.49 1.22 -1.74
H -2.15 1.02 -0.03
O 3.36 4.07 -1.07
H 4.05 3.67 -1.61
H 2.64 3.42 -1.10
O -4.23 -2.44 -3.96
H -4.82 -1.75 -3.64
H -3.38 -2.24 -3.54
O 4.17 -1.49 0.98
H 3.55 -0.80 1.23
H 4.99 -1.25 1.42
O -0.28 3.35 1.27
H -0.87 4.06 1.57
H 0.57 3.55 1.69
O 6.23 -2.73 2.95
H 7.10 -3.03 3.23
H 5.75 -3.54 2.76
O -4.80 1.79 -1.17
H -5.54 2.15 -0.67
H -4.83 0.84 -0.98
O -1.61 -2.32 -6.10
H -2.38 -1.99 -5.61
H -1.62 -3.27 -5.94
O -1.85 6.02 1.54
H -1.81 6.64 0.81
H -2.62 6.30 2.04
O -1.31 -4.54 -8.12
H -2.26 -4.68 -8.18
H -1.22 -3.73 -7.59
O 5.04 -1.82 -2.60
H 5.40 -2.49 -2.01
H 4.96 -2.27 -3.44
O 0.89 -1.20 -7.14
H 0.15 -1.79 -6.94
H 0.48 -0.47 -7.61
O 8.53 -1.17 4.26
H 7.59 -1.35 4.17
H 8.57 -0.34 4.74
O -5.24 -1.53 1.87
H -4.92 -1.14 1.04
H -4.52 -1.38 2.49
O 0.06 2.49 4.44
H -0.10 2.67 3.51
H 0.05 3.37 4.85
O -4.24 -3.70 3.49
H -4.84 -3.49 2.75
H -4.81 -3.67 4.26
O -5.12 -5.50 -4.23
H -6.07 -5.64 -4.28
H -5.03 -4.69 -3.71
O -1.47 5.04 5.32
H -2.42 4.89 5.26
H -1.39 5.85 5.82
O 7.76 -4.81 3.89
H 7.45 -5.05 4.77
H 8.30 -5.55 3.61
O -1.16 -0.73 2.18
H -1.92 -0.39 2.66
H -1.18 -1.68 2.36
O 1.02 6.54 4.72
H 0.29 5.95 4.93
H 0.62 7.24 4.21
O 0.31 -3.86 -5.59
H 1.23 -3.93 -5.88
H 0.30 -3.09 -5.01
O -3.87 6.16 6.57
H -4.82 6.02 6.51
H -3.79 6.98 7.07
```

Electronic energy = -59345.623 eV
Net charge = -1
HOMO-LUMO gap = 0.217 Eh


What did the sixth record say?
Below is 23 unconnected molecules or ions with the total composition C3H51BNO26 in a non-equilibrium geometry, with properties calculated with ωB97M-V/def2-TZVPD.

Geometry as XYZ:
```
82
C3H51BNO26 (ωB97M-V/def2-TZVPD)
C 2.50 -0.53 -1.15
O 2.18 0.59 -0.27
B 0.88 1.02 -0.69
O 0.83 2.20 -1.45
N -0.24 0.18 -0.31
C -1.55 0.58 -0.85
C -2.29 -0.72 -1.32
O -3.48 -0.92 -0.96
O -1.72 -1.56 -2.09
H 1.97 -1.41 -0.76
H 3.58 -0.72 -1.18
H 2.15 -0.23 -2.17
H 0.04 2.72 -1.26
H -0.28 0.00 0.69
H -1.49 1.22 -1.74
H -2.15 1.02 -0.03
O 3.36 4.07 -1.07
H 4.05 3.67 -1.61
H 2.64 3.42 -1.10
O -4.23 -2.44 -3.96
H -4.82 -1.75 -3.64
H -3.38 -2.24 -3.54
O 4.17 -1.49 0.98
H 3.55 -0.80 1.23
H 4.99 -1.25 1.42
O -0.28 3.35 1.27
H -0.87 4.06 1.57
H 0.57 3.55 1.69
O 6.23 -2.73 2.95
H 7.10 -3.03 3.23
H 5.75 -3.54 2.76
O -4.80 1.79 -1.17
H -5.54 2.15 -0.67
H -4.83 0.84 -0.98
O -1.61 -2.32 -6.10
H -2.38 -1.99 -5.61
H -1.62 -3.27 -5.94
O -1.85 6.02 1.54
H -1.81 6.64 0.81
H -2.62 6.30 2.04
O -1.31 -4.54 -8.12
H -2.26 -4.68 -8.18
H -1.22 -3.73 -7.59
O 5.04 -1.82 -2.60
H 5.40 -2.49 -2.01
H 4.96 -2.27 -3.44
O 0.89 -1.20 -7.14
H 0.15 -1.79 -6.94
H 0.48 -0.47 -7.61
O 8.53 -1.17 4.26
H 7.59 -1.35 4.17
H 8.57 -0.34 4.74
O -5.24 -1.53 1.87
H -4.92 -1.14 1.04
H -4.52 -1.38 2.49
O 0.06 2.49 4.44
H -0.10 2.67 3.51
H 0.05 3.37 4.85
O -4.24 -3.70 3.49
H -4.84 -3.49 2.75
H -4.81 -3.67 4.26
O -5.12 -5.50 -4.23
H -6.07 -5.64 -4.28
H -5.03 -4.69 -3.71
O -1.47 5.04 5.32
H -2.42 4.89 5.26
H -1.39 5.85 5.82
O 7.76 -4.81 3.89
H 7.45 -5.05 4.77
H 8.30 -5.55 3.61
O -1.16 -0.73 2.18
H -1.92 -0.39 2.66
H -1.18 -1.68 2.36
O 1.02 6.54 4.72
H 0.29 5.95 4.93
H 0.62 7.24 4.21
O 0.31 -3.86 -5.59
H 1.23 -3.93 -5.88
H 0.30 -3.09 -5.01
O -3.87 6.16 6.57
H -4.82 6.02 6.51
H -3.79 6.98 7.07
```

Electronic energy = -59345.623 eV
Net charge = -1
HOMO-LUMO gap = 0.217 Eh